{
  "formula": "C27H27Cl5N3O4PdS2Si",
  "method": "ωB97M-V with the def2-TZVPD basis set",
  "multiplicity": 1,
  "e_homo_ev": -5.03,
  "total_charge": -1,
  "relative_energy_ev": 0.5379,
  "species": ["Pd", "C", "C", "N", "C", "C", "S", "C", "C", "S", "C", "N", "C", "H", "H", "H", "H", "H", "H", "H", "H", "C", "Si", "C", "C", "H", "H", "H", "H", "H", "H", "H", "H", "H", "Cl", "C", "C", "C", "C", "C", "Cl", "C", "N", "C", "C", "C", "C", "C", "C", "C", "C", "O", "O", "H", "H", "H", "H", "H", "H", "H", "H", "H", "H", "Cl", "C", "Cl", "Cl", "C", "O", "O"],
  "positions_angstrom": [[-0.530, -0.663, -1.489], [2.638, -2.218, -0.761], [2.758, -0.882, -1.410], [1.751, -0.115, -1.698], [2.152, 1.077, -2.263], [3.489, 1.202, -2.434], [4.272, -0.194, -1.844], [1.131, 2.100, -2.563], [1.375, 3.355, -3.008], [-0.078, 4.245, -3.032], [-0.934, 2.877, -2.428], [-0.190, 1.827, -2.270], [-2.383, 2.962, -2.065], [1.889, -2.156, 0.028], [3.590, -2.545, -0.345], [2.293, -2.952, -1.490], [4.037, 2.031, -2.855], [2.321, 3.798, -3.282], [-2.759, 3.979, -2.172], [-2.485, 2.642, -1.027], [-2.979, 2.298, -2.689], [-3.816, 0.033, -0.616], [-2.767, -0.857, -1.866], [-3.452, -2.569, -1.926], [-3.052, -0.177, -3.580], [-4.677, 0.492, -1.119], [-3.265, 0.793, -0.063], [-4.190, -0.696, 0.111], [-4.532, -2.469, -2.103], [-3.299, -3.125, -1.000], [-3.026, -3.150, -2.748], [-3.973, 0.417, -3.598], [-3.158, -1.021, -4.267], [-2.226, 0.436, -3.953], [2.984, 0.249, 1.886], [2.087, 1.733, 2.025], [2.099, 2.577, 0.929], [1.443, 3.795, 0.960], [0.762, 4.158, 2.110], [0.744, 3.300, 3.190], [-0.160, 3.801, 4.606], [1.399, 2.054, 3.201], [1.352, 1.258, 4.329], [1.323, -0.179, 4.303], [2.335, -0.884, 4.943], [2.335, -2.268, 4.937], [1.314, -2.945, 4.273], [0.306, -2.233, 3.646], [0.282, -0.838, 3.661], [-0.810, -0.084, 2.950], [-0.685, -0.015, 1.422], [-1.096, 1.023, 0.873], [-0.181, -1.027, 0.859], [2.642, 2.260, 0.047], [1.454, 4.447, 0.099], [0.226, 5.095, 2.175], [0.804, 1.661, 5.070], [3.130, -0.325, 5.423], [3.130, -2.816, 5.429], [1.310, -4.028, 4.239], [-0.481, -2.757, 3.116], [-0.916, 0.930, 3.327], [-1.761, -0.599, 3.124], [-1.719, -5.656, -2.479], [-0.460, -4.404, -2.338], [1.137, -5.202, -2.580], [-0.515, -3.696, -0.721], [-0.586, -3.293, -3.480], [-1.008, -3.722, -4.543], [-0.144, -2.146, -3.186]],
  "mulliken_charge": [1.106, -0.421, 0.226, 0.787, -1.364, -0.013, -0.275, -0.305, -0.255, -0.266, 0.253, 0.605, -0.650, -0.266, 0.486, -0.025, 0.429, 0.412, 0.494, 0.010, 0.059, -1.097, 1.040, -1.269, -1.281, 0.416, 0.124, 0.344, 0.410, 0.228, 0.295, 0.410, 0.384, 0.261, -0.148, 0.769, -0.527, -0.401, -0.882, 0.924, -0.296, -0.992, -0.018, -0.294, -0.623, -0.492, -0.715, -0.593, 1.008, -1.364, 0.771, -0.712, -0.503, 0.516, 0.401, 0.400, 0.331, 0.445, 0.377, 0.406, 0.330, 0.409, 0.539, -0.130, 0.479, -0.204, -0.041, -0.051, -0.677, -0.733]
}


{
  "formula": "C3H9N",
  "method": "ωB97M-V with the def2-TZVPD basis set",
  "multiplicity": 1,
  "smiles": "C=CN.C",
  "e_homo_ev": -8.25,
  "total_charge": 0,
  "relative_energy_ev": 1.0179,
  "species": ["C", "H", "H", "H", "H", "C", "C", "N", "H", "H", "H", "H", "H"],
  "positions_angstrom": [[-1.710, -0.425, 2.817], [-1.193, 0.161, 2.063], [-2.027, 0.285, 3.578], [-2.595, -0.924, 2.423], [-1.050, -1.200, 3.202], [0.159, -0.123, -2.439], [1.258, 0.523, -2.066], [1.972, 0.296, -0.904], [-0.369, -0.886, -1.888], [-0.238, 0.042, -3.429], [1.524, 1.428, -2.607], [1.467, 0.012, -0.080], [2.803, 0.810, -0.670]],
  "mulliken_charge": [-0.887, 0.181, 0.244, 0.233, 0.229, -0.781, 0.129, -0.448, 0.239, 0.226, 0.252, 0.174, 0.209]
}


{
  "formula": "C2H3O2",
  "method": "ωB97M-V with the def2-TZVPD basis set",
  "multiplicity": 1,
  "e_homo_ev": -16.91,
  "total_charge": 1,
  "relative_energy_ev": 0.9699,
  "species": ["C", "C", "O", "O", "H", "H", "H"],
  "positions_angstrom": [[1.183, -0.356, -0.038], [-1.473, 0.380, 0.088], [-2.150, -0.493, 0.229], [0.438, 0.549, 0.197], [2.271, -0.100, -0.551], [0.969, -1.437, 0.180], [-1.238, 1.455, -0.105]],
  "mulliken_charge": [0.027, 0.409, -0.044, -0.330, 0.267, 0.278, 0.392]
}


{
  "formula": "CH4BrNO2S",
  "method": "ωB97M-V with the def2-TZVPD basis set",
  "multiplicity": 1,
  "smiles": "C=[S@](N)(=O)OBr",
  "e_homo_ev": [-9.01, -9.01],
  "total_charge": 0,
  "relative_energy_ev": 5.0769,
  "species": ["C", "N", "O", "O", "S", "Br", "H", "H", "H", "H"],
  "positions_angstrom": [[-1.420, -0.219, 1.025], [-0.134, 0.814, -1.239], [-0.210, -1.665, -0.628], [1.221, -0.092, 0.820], [-0.080, -0.362, -0.004], [3.358, -0.162, -0.052], [-1.185, 0.455, 1.765], [-1.534, -1.195, 1.296], [-0.146, 1.680, -0.794], [0.130, 0.746, -2.190]],
  "mulliken_charge": [-0.755, -0.376, -0.597, -0.435, 0.999, 0.045, 0.367, 0.316, 0.210, 0.225]
}


{
  "formula": "C3H14O4",
  "method": "ωB97M-V with the def2-TZVPD basis set",
  "multiplicity": 1,
  "smiles": "CO.CO.CO.O",
  "e_homo_ev": -9.51,
  "total_charge": 0,
  "relative_energy_ev": 1.9044,
  "species": ["C", "O", "H", "H", "H", "H", "C", "O", "H", "H", "H", "H", "C", "O", "H", "H", "H", "H", "O", "H", "H"],
  "positions_angstrom": [[2.779, 1.582, 0.998], [3.967, 1.635, 1.753], [3.011, 1.444, -0.065], [2.081, 0.791, 1.275], [2.243, 2.528, 1.036], [4.258, 0.733, 1.913], [-1.602, -3.898, -1.713], [-1.450, -3.421, -0.391], [-2.068, -4.878, -1.710], [-2.280, -3.220, -2.243], [-0.637, -3.907, -2.220], [-1.057, -2.527, -0.429], [-1.567, 2.624, 0.481], [-0.561, 1.674, 0.768], [-2.568, 2.202, 0.362], [-1.583, 3.378, 1.272], [-1.375, 3.162, -0.447], [-0.562, 1.470, 1.706], [-0.380, -0.827, -0.651], [-0.305, -0.543, -1.569], [-0.343, -0.004, -0.126]],
  "mulliken_charge": [-0.422, -0.528, 0.267, 0.168, 0.216, 0.306, -0.531, -0.493, 0.227, 0.223, 0.218, 0.431, -0.641, -0.519, 0.275, 0.275, 0.251, 0.286, -0.682, 0.282, 0.391]
}